Record 1
Formula: C2HFNO2
Source: the Open Molecules 2025 dataset
Level of theory: ωB97M-V/def2-TZVPD

Structure (ORCA input):
```
! wB97M-V def2-TZVPD RIJCOSX def2/J DEFGRID3
* xyz -1 1
O -1.99702 -0.45201 0.83647
C -1.24477 -0.07276 -0.07787
O -1.38004 0.35039 -1.25234
C 0.26802 0.29276 0.22545
N 1.15106 -0.78676 0.47072
F 2.56734 -0.53793 0.17224
H 0.63541 1.20631 -0.37467
*
```

Summary:
ΔE to the lowest compared entry with this formula, charge and spin = 18.71 kcal per mole
SMILES = O=C([O-])/C=N/F
HOMO level = -5.05 eV



Record 2
Formula: C36H26N4O6RhS2Se
Source: the Open Molecules 2025 dataset
Level of theory: ωB97M-V/def2-TZVPD

Structure (ORCA input):
```
! wB97M-V def2-TZVPD RIJCOSX def2/J DEFGRID3
* xyz 1 1
Rh 0.54221 -0.62093 0.91394
S -2.24793 4.65833 4.65917
C -1.20994 5.13783 5.92491
C -0.00105 4.51572 5.85674
C 0.08828 3.63136 4.75407
C -1.05735 3.60194 4.00294
C -1.31487 2.81227 2.80120
C -0.48160 1.71138 2.52252
N -0.64698 0.93496 1.47197
C -1.61834 1.23545 0.57018
C -2.50585 2.29170 0.76636
C -3.51649 2.52788 -0.22865
C -3.60135 1.76876 -1.34169
C -2.67471 0.69577 -1.58202
C -2.67802 -0.11334 -2.72791
C -1.73892 -1.11396 -2.88834
C -0.77680 -1.27016 -1.86742
N -0.75596 -0.52115 -0.78926
C -1.69136 0.44468 -0.62501
C -1.71715 -1.98636 -4.06344
C -2.63881 -2.05669 -5.07387
C -2.30611 -3.01472 -6.06157
C -1.13826 -3.65771 -5.78758
S -0.43524 -3.10809 -4.33509
C -2.34181 3.07839 1.91660
H -1.54885 5.85328 6.65623
H 0.79752 4.68482 6.56282
H 0.97790 3.06372 4.51943
H 0.33927 1.44251 3.17016
H -4.21007 3.34301 -0.06731
H -4.36497 1.96617 -2.08280
H -3.42286 0.06567 -3.49243
H -0.00210 -2.02532 -1.93456
H -3.53435 -1.45408 -5.11457
H -2.90809 -3.21804 -6.93400
H -0.65094 -4.42751 -6.36325
H -3.00923 3.91552 2.08340
C -4.27544 -2.90291 1.58766
C -2.87429 -2.53073 1.98468
C -2.63735 -1.66205 3.05791
C -1.36981 -1.28385 3.43953
C -1.20845 -0.40585 4.64989
C -0.24956 -1.79699 2.72519
Se 1.50380 -1.11251 3.04836
C -0.46429 -2.77036 1.70920
C 0.60158 -3.64205 1.09692
C -1.78790 -3.07226 1.33848
H -5.01343 -2.37261 2.18656
H -4.44058 -3.97328 1.71675
H -4.45634 -2.67114 0.53717
H -3.48522 -1.27629 3.61313
H -2.18544 -0.12654 5.04302
H -0.65633 0.50737 4.45453
H -0.66447 -0.93422 5.43475
H 1.60834 -3.35186 1.37332
H 0.51963 -3.66756 0.01113
H 0.43999 -4.66208 1.45478
H -1.94557 -3.80347 0.55251
O 1.97378 -1.74638 -0.12443
C 2.66468 -0.69792 -0.22968
O 2.17174 0.35995 0.28723
C 3.96696 -0.66945 -0.91953
C 4.63392 0.53872 -1.08167
C 5.84882 0.52956 -1.73607
C 6.42295 -0.62549 -2.23114
C 5.72531 -1.80390 -2.04570
C 4.50784 -1.85640 -1.39827
N 6.30591 -3.06150 -2.56729
O 5.68474 -4.08117 -2.35738
O 7.35610 -2.97970 -3.16112
N 6.56595 1.81186 -1.91829
O 7.62867 1.77223 -2.49415
O 6.02920 2.80770 -1.48323
H 4.22216 1.46501 -0.70897
H 7.37428 -0.60741 -2.74150
H 3.99682 -2.79929 -1.26937
*
```

Summary:
ΔE to the lowest compared entry with this formula, charge and spin = 0.00 kcal per mole
HOMO level = -10.90 eV



Record 3
Formula: C5H6N
Source: the Open Molecules 2025 dataset
Level of theory: ωB97M-V/def2-TZVPD

Structure (ORCA input):
```
! wB97M-V def2-TZVPD RIJCOSX def2/J DEFGRID3
* xyz 1 1
C -1.70923 -0.26249 0.16702
C -0.56050 0.63443 0.01655
C 1.60378 -0.42714 0.11831
C -0.27255 1.94468 -0.08525
C -1.05655 -1.43428 -0.10307
N 0.43940 -0.40697 -0.38446
H 2.18986 -1.23305 0.02249
H 2.07776 0.38982 0.58742
H 0.71476 2.29035 -0.32257
H -1.08952 2.66843 -0.11457
H -0.93161 -2.00791 0.83899
H -1.40562 -2.15588 -0.74085
*
```

Summary:
ΔE to the lowest compared entry with this formula, charge and spin = 155.83 kcal per mole
HOMO level = -14.60 eV



Look up the HOMO level of the third one.
-14.60 eV